Below is C23H21N5O3S2 in the gas phase at a distorted geometry, with properties calculated with the ωB97M-V functional and the def2-TZVPD basis.

Results
- LUMO energy (eV) = 0.5
- relative energy (zero: lowest compared OMol25 entry of this formula, charge and spin) (kJ/mol) = 224.81
- Kohn-Sham gap (eV) = 8.4
- total charge = 0

Element x y z (Å)
1 C -2.65311 -1.07636 -1.92202
2 C -3.34286 -1.90435 -1.16398
3 C -3.06801 -2.22401 0.27961
4 N -1.79823 -1.74464 0.75836
5 C -0.57838 -2.28852 0.47819
6 S -0.35228 -3.56334 -0.68159
7 C 1.41302 -3.92914 -0.41203
8 C 2.31598 -2.71981 -0.25720
9 O 3.29066 -2.74967 0.45677
10 N 2.00377 -1.63723 -1.02235
11 C 2.50426 -0.39242 -0.68980
12 S 3.89319 -0.24323 0.31977
13 C 3.74471 1.47837 0.24724
14 C 2.68051 1.89699 -0.48350
15 C 1.94248 0.82180 -1.04365
16 C 0.78042 0.91473 -1.81119
17 N -0.18575 0.94585 -2.43379
18 C 2.54776 3.38340 -0.45864
19 C 3.90666 3.82749 0.12904
20 C 4.49452 2.60477 0.87083
21 N 0.36752 -1.67961 1.14085
22 N -0.20990 -0.70866 1.85734
23 C -1.49239 -0.73350 1.62903
24 C -2.46545 0.20858 2.26606
25 C -1.73063 1.50868 2.62522
26 O -1.22761 2.12919 1.46899
27 C -2.10893 2.14607 0.41899
28 C -1.83110 2.96825 -0.66651
29 C -2.70652 3.03653 -1.73112
30 C -3.87791 2.29660 -1.71799
31 C -4.15624 1.46179 -0.65387
32 C -3.26878 1.37157 0.40895
33 O -3.56913 0.49427 1.43510
34 H -2.92471 -0.89664 -2.94631
35 H -1.79730 -0.52349 -1.57230
36 H -4.20593 -2.42706 -1.55256
37 H -3.08458 -3.31375 0.41074
38 H -3.85429 -1.78768 0.90307
39 H 1.71479 -4.51451 -1.28281
40 H 1.51436 -4.54232 0.48358
41 H 1.15933 -1.64718 -1.58278
42 H 1.71842 3.66812 0.19477
43 H 2.36411 3.81151 -1.44476
44 H 4.57496 4.10656 -0.68617
45 H 3.80091 4.68730 0.78759
46 H 4.28912 2.65137 1.94367
47 H 5.57367 2.52227 0.73997
48 H -2.88541 -0.24786 3.17245
49 H -2.43680 2.17687 3.13842
50 H -0.87153 1.29757 3.26178
51 H -0.91929 3.54272 -0.64953
52 H -2.47491 3.67215 -2.57081
53 H -4.57081 2.35881 -2.54237
54 H -5.05235 0.86239 -0.62562

---

Below is a molecular structure, C23H21N6PPtS2, with properties calculated with the ωB97M-V functional and the def2-TZVPD basis.

Results
- 2S+1 = 5
- LUMO energy (alpha / beta) (eV) = -11.6 / -15.1
- Kohn-Sham gap (alpha / beta) (eV) = 7.6 / 4.7
- total charge = +4

Element x y z (Å)
1 Pt -0.07684 -0.66646 0.81102
2 N -1.03578 2.16014 -0.24576
3 P 0.50254 1.47977 -0.21290
4 C 1.50735 2.76843 -1.09296
5 C 2.76211 3.12170 -0.58159
6 C 3.49910 4.08426 -1.22799
7 C 3.00708 4.67435 -2.46149
8 C 1.74010 4.31630 -2.97651
9 C 1.01961 3.36164 -2.32889
10 C 0.49503 0.14904 -1.47562
11 C -0.49081 0.05755 -2.48336
12 C -0.34750 -0.86056 -3.50314
13 C 0.77146 -1.70084 -3.53752
14 C 1.74807 -1.63099 -2.54801
15 C 1.61886 -0.70713 -1.52239
16 C -2.09324 1.59858 0.47719
17 C -3.29224 2.28218 0.63956
18 C -4.30650 1.68419 1.35323
19 C -4.10779 0.41463 1.90376
20 C -2.90251 -0.19873 1.71127
21 N -1.90016 0.37711 0.99240
22 H -1.19041 3.10162 -0.57620
23 H 3.12713 2.68672 0.33962
24 H 4.44220 4.43273 -0.82430
25 H 3.63562 5.37593 -2.99905
26 H 1.38309 4.77114 -3.89113
27 H 0.07743 3.02715 -2.74810
28 H -1.35060 0.71836 -2.46167
29 H -1.08822 -0.91683 -4.29123
30 H 0.88460 -2.40567 -4.35246
31 H 2.61731 -2.27432 -2.59558
32 H 2.41326 -0.61195 -0.78740
33 H -3.41694 3.26855 0.21148
34 H -5.24831 2.20071 1.48881
35 H -4.88059 -0.08058 2.47406
36 H -2.69066 -1.17720 2.11958
37 N 1.14832 0.34974 4.15193
38 C 1.11411 -0.93910 3.88265
39 N 0.63759 -1.46771 2.75830
40 C 0.68572 -2.84576 2.81622
41 C 1.24678 -3.35776 3.98172
42 S 1.70049 -2.12407 5.03349
43 C 0.13212 -3.57684 1.74676
44 C 0.02102 -4.95753 1.63676
45 S -0.78896 -5.39027 0.22294
46 C -0.97151 -3.69332 -0.18204
47 N -0.42387 -2.86735 0.70249
48 N -1.59811 -3.31431 -1.27815
49 H 0.75038 1.01622 3.50824
50 H 1.49634 0.70530 5.03174
51 H 1.40094 -4.39533 4.24573
52 H 0.37834 -5.71379 2.32231
53 H -2.03760 -3.97716 -1.90153
54 H -1.72496 -2.33247 -1.47631

---

Below is a molecular structure, C23H22Cl2IIrN3O2Se at a distorted geometry, with properties calculated with the ωB97M-V functional and the def2-TZVPD basis.

Results
- 2S+1 = 2
- LUMO energy (alpha / beta) (eV) = -1.3 / -1.1
- Kohn-Sham gap (alpha / beta) (eV) = 4.4 / 5.7
- total charge = 0

Element x y z (Å)
1 Ir -1.77671 1.50216 -0.76712
2 C 0.97838 2.03449 3.32347
3 C 0.78223 0.61053 2.89221
4 N 1.06538 -0.32131 3.79788
5 C 0.87671 -1.60387 3.47123
6 C 0.21279 -2.02073 2.34570
7 C -0.00333 -3.48986 2.12129
8 O 0.42255 -3.85438 0.80740
9 C -0.24412 -1.03539 1.41640
10 C -1.19983 -1.42423 0.45487
11 N -1.90717 -0.71076 -0.41525
12 C -2.65821 -1.42023 -1.33389
13 C -2.28192 -2.71179 -1.76834
14 C -3.06420 -3.45472 -2.62931
15 C -4.24599 -2.93699 -3.14362
16 C -4.60592 -1.64243 -2.80293
17 C -3.82393 -0.91745 -1.92410
18 I -4.42870 1.06803 -1.49518
19 C 0.25759 0.26847 1.64284
20 O 0.30159 1.18582 0.60731
21 H 1.42751 2.03424 4.31316
22 H 0.00497 2.52584 3.36919
23 H 1.59742 2.60302 2.63690
24 H 1.25033 -2.32619 4.19085
25 H -1.06253 -3.74735 2.26329
26 H 0.57278 -4.03913 2.87127
27 H 0.36113 -4.80984 0.72056
28 H -1.48545 -2.46804 0.51241
29 H -1.33649 -3.11425 -1.42408
30 H -2.74543 -4.44921 -2.91478
31 H -4.86718 -3.51652 -3.81198
32 H -5.50042 -1.19547 -3.21547
33 C 1.49450 1.02242 -0.20697
34 C 2.76062 1.42467 0.49431
35 C 3.55149 0.47894 1.13418
36 C 4.68604 0.87183 1.82924
37 C 5.03446 2.21259 1.88818
38 C 4.24935 3.16145 1.24724
39 C 3.11768 2.76863 0.55211
40 H 1.55270 -0.02110 -0.53216
41 H 1.32981 1.66411 -1.07165
42 H 3.28023 -0.56994 1.08394
43 H 5.29903 0.12864 2.32233
44 H 5.91807 2.51929 2.43263
45 H 4.52184 4.20839 1.28145
46 H 2.49192 3.50578 0.06192
47 N -0.19239 -0.16020 -2.86463
48 C -0.68420 0.77366 -2.37440
49 H 0.09644 -1.08940 -3.09008
50 Cl -2.01322 3.91371 -2.62270
51 C -1.79117 3.56956 -4.35292
52 Cl -2.53976 2.04375 -4.85556
53 H -0.72813 3.51518 -4.55625
54 H -2.26538 4.36524 -4.91441
55 Se -2.04378 3.07037 1.00201

---

Here are the calculated calculated total energy numbers, same order: -2184.90454 -2473.11712 -4928.05711 (Ha).